Version a
This record from the Open Molecules 2025 dataset describes 2 unconnected molecules or ions with the total composition C3H9S. The level of theory is ωB97M-V/def2-TZVPD.

gap between HOMO and LUMO	6.4	eV

Geometry as ORCA input:
```
! wB97M-V def2-TZVPD RIJCOSX def2/J DEFGRID3
* xyz -1 1
S -0.79 2.31 0.09
H -1.16 1.49 -0.92
C 1.07 -0.48 0.69
C 1.02 -1.74 -0.17
C -0.44 -2.00 -0.59
H 0.94 0.39 0.05
H 2.04 -0.46 1.21
H 0.29 -0.45 1.45
H 1.46 -2.60 0.34
H 1.60 -1.59 -1.09
H -0.52 -2.67 -1.45
H -1.00 -2.50 0.21
H -0.88 -1.05 -0.85
*
```

Version b
This record from the Open Molecules 2025 dataset describes 2 unconnected molecules or ions with the total composition C3H9S. The level of theory is ωB97M-V/def2-TZVPD.

gap between HOMO and LUMO	5.6	eV

Geometry as ORCA input:
```
! wB97M-V def2-TZVPD RIJCOSX def2/J DEFGRID3
* xyz -1 1
C 0.72 -0.98 -0.83
C 0.78 0.30 -1.65
H -0.31 -1.29 -0.66
H 1.22 -1.79 -1.37
H 1.22 -0.85 0.13
H 0.28 0.18 -2.62
H 1.81 0.62 -1.83
H 0.27 1.13 -1.16
C -1.12 0.49 1.91
S -2.17 1.12 3.27
H -0.74 -0.51 2.13
H -0.26 1.14 1.72
H -1.68 0.42 0.97
*
```

Which one is the most stable? From the structures above, version a.